No. 1
Molecular formula: C4H3NO4
Method: DFT, ωB97M-V/def2-TZVPD

As for the energy relative to the best compared isomer or geometry (same formula, charge and spin): 7.7062 eV. The value obtained for the HOMO-LUMO gap (spin up / spin down) is 8.965 / 8.046 eV.

Each line ends with the natural charge from an NBO analysis.
CARTESIAN COORDINATES (ANGSTROEM)
C1 -0.2134 -0.6262 0.3519  0.523
O1 -3.3670 1.4729 -0.0445  -0.286
N1 -3.2019 0.3458 -0.3617  0.535
O2 0.6550 -1.6290 0.0082  -0.499
H1 2.6942 0.9023 -0.4126  0.235
O3 -3.8352 -0.5494 -0.7078  -0.248
C2 0.4767 0.7352 0.3005  -0.063
H2 0.2090 1.7268 -0.0517  0.225
O4 0.0581 0.0181 1.5014  -0.447
H3 2.7578 -1.7475 -0.3588  0.226
C3 1.8431 0.3400 -0.0793  -0.344
C4 1.9236 -0.9890 -0.1457  0.144

Atomic forces in eV per Å
0.7 1.3 -0.6
-0.5 0.5 0.1
2.6 1.3 0.8
1.0 0.3 0.3
0.0 0.7 0.3
-2.0 -1.9 -0.8
0.9 -1.1 -1.7
-1.1 -0.2 0.9
-0.4 0.5 0.9
-1.4 1.6 0.3
0.7 -0.8 0.1
-0.5 -2.3 -0.5


No. 2
Molecular formula: C3H4N4O
Method: DFT, ωB97M-V/def2-TZVPD

As for the energy relative to the best compared isomer or geometry (same formula, charge and spin): 4.9975 eV. Its SMILES is [H]/N=C(/C#N)N/C=N\O. The value obtained for the HOMO-LUMO gap is 9.620 eV.

Each line ends with the natural charge from an NBO analysis.
CARTESIAN COORDINATES (ANGSTROEM)
C1 0.3996 0.6962 -0.3353  0.353
H1 -1.8943 -1.0601 1.7451  0.198
N1 -0.9392 -2.2190 0.3759  -0.160
N2 1.1000 3.1595 0.2587  -0.231
H2 -1.1122 0.9697 1.1750  0.408
O1 -0.0860 -2.0861 -0.7337  -0.604
N3 1.2111 0.1835 -1.0977  -0.578
C2 0.4681 2.1114 0.0853  0.170
H3 1.0866 -0.8758 -1.2922  0.408
C3 -1.2815 -1.0172 0.9218  0.194
H4 0.0360 -3.1042 -0.9888  0.501
N4 -0.6498 0.3070 0.6345  -0.657

Atomic forces in eV per Å
-2.8 1.2 3.8
-1.4 0.0 1.7
-1.8 4.5 1.9
-4.8 -6.5 -0.7
-0.4 1.8 0.6
-0.1 -4.1 -0.4
0.4 -2.3 -1.6
6.4 7.3 -0.4
0.1 2.5 0.8
5.2 -1.9 -4.6
-0.3 3.4 0.7
-0.5 -6.0 -1.7


No. 3
Molecular formula: C11H23FN2O10P2
Method: DFT, ωB97M-V/def2-TZVPD

The value obtained for the HOMO-LUMO gap is 9.026 eV.

Each line ends with the natural charge from an NBO analysis.
CARTESIAN COORDINATES (ANGSTROEM)
C1 3.1559 -1.4796 -3.5618  -0.269
O1 -3.9633 -0.2659 4.0563  -0.626
O2 2.1094 -2.7369 -0.3383  -1.064
C2 -2.6429 -1.3033 1.1950  -0.059
C3 1.9448 0.4803 -4.6443  -0.665
H1 3.2922 1.8532 -0.6617  0.504
H2 -2.6856 4.0125 1.6812  0.207
H3 1.6811 1.3327 -4.0107  0.233
H4 -0.9691 -0.0905 1.5861  0.259
O3 2.5125 -0.2453 -0.7436  -0.982
H5 1.3761 -2.4515 -4.2484  0.212
F1 5.4646 0.0093 -3.4209  -0.352
C4 -2.8093 -0.5848 4.2968  0.664
H6 -2.1455 -2.2442 1.4332  0.182
H7 1.2794 -2.5993 0.2242  0.480
C5 -1.9788 -0.1618 1.9786  -0.166
H8 2.1373 -3.2422 -2.8722  0.221
H9 -3.3270 -1.1070 6.2934  0.245
H10 -2.0077 -2.0735 5.5992  0.224
O4 -3.2453 1.4251 0.6681  -0.664
O5 0.6445 -1.8203 0.1917  -1.027
H11 4.8181 0.6313 -5.2200  0.178
C6 3.1868 -0.2025 -4.1088  0.020
H12 -2.9337 -0.2038 -0.3610  0.496
C7 4.4844 0.5741 -4.1793  0.026
C8 1.8968 -2.2634 -3.3036  -0.129
O6 1.0613 -1.4872 -2.4384  -0.755
H13 2.1314 0.8481 -5.6576  0.224
H14 -2.0377 1.9057 3.5043  0.398
H15 1.0819 -0.1882 -4.6913  0.235
O7 0.6692 1.2225 0.3988  -1.066
N1 -1.8258 -0.5271 3.3991  -0.621
H16 4.3145 1.5957 -3.8254  0.171
C9 -2.4311 -1.0737 5.6747  -0.708
H17 -0.0038 1.2195 -0.3637  0.484
P1 1.5656 -1.4754 -0.8959  2.523
H18 -1.7076 -0.3928 6.1179  0.220
H19 -3.6952 -1.3773 1.4741  0.179
H20 -0.9118 -0.8306 3.6932  0.401
H21 -2.8727 4.0740 3.4521  0.204
P2 1.5245 0.9402 -0.7565  2.506
H22 4.0821 -1.9387 -3.2260  0.227
O8 0.1784 0.9967 -1.3137  -0.999
O9 2.5402 2.0347 -1.2341  -0.932
C10 -3.0919 3.4967 2.5535  -0.410
H23 -4.1743 3.4131 2.4355  0.213
O10 -2.5347 -1.0733 -0.1940  -0.735
N2 -2.5089 2.1601 2.6529  -0.593
C11 -2.6291 1.2146 1.7117  0.685

Atomic forces in eV per Å
0.6 2.3 -1.0
0.1 0.1 -0.3
14.6 -7.3 -6.6
-0.5 0.7 -0.4
0.4 -0.1 0.1
1.0 0.6 -0.2
-0.1 0.0 0.1
-0.1 0.0 -0.1
0.2 0.1 -0.1
0.5 -0.7 0.1
-0.4 0.3 0.4
0.5 -0.3 0.3
-1.6 -0.1 0.9
0.1 0.1 -0.1
-0.7 -4.1 3.6
0.1 -0.3 0.4
-0.2 0.3 0.1
0.1 0.0 -0.1
0.2 0.0 0.1
0.3 -0.1 0.1
-14.4 10.9 4.2
0.1 0.0 0.0
-0.4 -2.7 1.1
0.0 -0.1 0.1
-1.1 0.1 -0.5
1.2 -0.2 -1.2
0.0 0.1 2.5
0.0 0.1 0.1
-0.1 0.0 0.0
0.2 0.1 0.1
6.6 1.8 17.4
1.1 0.5 -1.1
0.0 0.0 0.0
0.0 0.0 -0.1
-5.4 1.1 2.1
-1.0 -4.1 -3.2
0.2 -0.1 0.1
-0.1 -0.1 0.2
0.0 0.0 -0.1
0.1 -0.2 -0.1
1.5 4.9 0.1
0.0 0.2 0.0
-3.5 -3.5 -19.2
-0.1 0.2 0.1
-0.1 -0.5 -0.4
0.1 0.1 0.0
0.2 -0.2 -0.1
0.5 0.2 0.6
-0.8 -0.2 -0.1


No. 4
Molecular formula: C24H13BiCl4F6N4O2SSb
Method: DFT, ωB97M-V/def2-TZVPD

As for the multiplicity: 2. As for the energy relative to the best compared isomer or geometry (same formula, charge and spin): 0.0000 eV. The value obtained for the HOMO-LUMO gap (spin up / spin down) is 7.703 / 5.392 eV.

Each line ends with the Löwdin spin population.
CARTESIAN COORDINATES (ANGSTROEM)
C1 1.7121 2.1750 -4.1020  -0.001
N1 0.7768 0.0358 2.3472  0.142
H1 0.6920 -0.7842 -2.8312  0.000
C2 1.3192 0.8450 -4.1015  0.002
N2 1.1788 0.8666 -1.7347  0.005
C3 1.6532 2.1118 -1.7146  0.000
C4 -2.3789 -3.5459 2.7392  0.000
C5 -2.0485 -3.5175 -2.2373  0.000
C6 -0.5031 -5.2109 -1.5678  0.000
H2 2.2446 3.8348 -2.8173  0.000
C7 0.4952 -1.1398 2.9924  0.020
F1 -3.0596 4.4149 -1.7812  0.000
C8 2.8725 2.0453 4.5975  0.095
C9 -2.7229 -1.6456 1.3428  0.000
H3 -0.4787 -3.5014 3.7811  0.000
H4 -2.2639 -5.5881 -2.7204  0.000
O1 1.1615 -1.6395 3.8756  0.051
C10 -3.1904 -2.8449 1.8587  0.000
C11 -1.2816 -2.5537 -1.5965  0.001
C12 -1.6641 -4.8431 -2.2249  0.001
C13 -0.1137 -2.8915 -0.9073  0.002
Cl1 3.9405 4.5218 4.3917  0.033
S1 0.9975 -1.7972 -0.0735  0.016
H5 -0.1754 -6.2366 -1.5580  0.000
F2 -3.3053 1.7064 -1.4872  0.000
Cl2 1.6763 -4.7254 -0.0958  0.001
C14 1.9683 2.7155 -0.3855  0.021
H6 -2.6921 -4.4937 3.1506  0.000
C15 2.1244 0.9866 4.1364  0.009
Sb1 -2.2470 2.9049 -2.5624  0.000
O2 2.5346 3.7834 -0.2892  0.059
H7 2.8902 3.9971 1.8215  -0.001
N3 1.6225 1.8859 0.6531  0.140
Cl3 3.4905 2.0192 6.1917  0.032
H8 1.9256 0.1547 4.7900  -0.001
C16 -0.7768 -1.7895 2.5439  0.001
C17 -1.1550 -3.0073 3.1004  0.000
C18 1.6232 0.9719 2.8283  0.131
H9 1.8531 2.7155 -5.0273  0.000
Bi1 -0.1191 0.4614 0.2694  0.006
C19 0.2493 -4.2512 -0.9160  0.001
H10 -2.9422 -3.2049 -2.7510  0.000
H11 1.1610 0.3017 -5.0191  0.000
C20 1.9153 2.8109 -2.8865  0.002
C21 1.9788 2.0545 1.9410  0.128
N4 -1.5452 -1.1469 1.6712  0.001
F3 -0.9244 3.9019 -3.5057  0.000
F4 -1.4056 1.3576 -3.3289  0.000
C22 1.0438 0.2355 -2.8866  0.000
F5 -3.4761 2.8846 -3.9880  0.000
F6 -0.9845 2.8582 -1.0637  0.000
Cl4 -1.8530 -0.9225 -1.7301  0.001
C23 3.1180 3.1618 3.7653  0.096
H12 -3.3125 -1.0622 0.6508  0.000
H13 -4.1668 -3.2032 1.5745  0.000
C24 2.6894 3.1494 2.4577  0.006

Atomic forces in eV per Å
0.0 -0.2 0.2
0.5 0.8 -0.1
0.0 -0.1 -0.1
0.0 0.2 0.1
0.2 0.3 0.1
0.3 0.4 -1.0
0.0 0.1 -0.1
0.0 0.1 0.0
0.0 0.1 0.1
0.1 0.1 0.0
0.1 -0.4 0.5
0.2 -0.2 -0.2
-0.4 -0.6 -0.1
-0.4 -0.2 0.0
0.0 0.0 0.1
-0.1 -0.1 -0.1
-0.1 0.0 -0.1
0.1 0.0 0.1
0.0 -0.5 0.0
0.1 0.1 0.1
0.1 0.2 0.1
0.1 0.1 -0.1
0.2 -0.3 -0.3
0.1 -0.1 0.0
0.4 0.3 -0.4
0.4 -0.3 0.2
0.3 0.5 -0.1
-0.1 -0.1 0.0
0.4 0.2 0.7
0.4 -0.3 0.2
-0.1 -0.1 -0.1
0.0 -0.1 0.0
0.0 -0.2 0.8
0.0 -0.1 0.1
0.0 0.0 0.0
-0.5 -0.7 0.4
0.2 0.3 -0.2
-0.4 -0.5 0.2
0.0 0.0 0.0
-0.7 0.1 -0.4
-0.4 0.3 -0.2
-0.1 0.0 -0.1
0.0 0.0 -0.1
0.0 -0.1 0.4
0.1 0.2 -0.5
0.2 0.2 0.3
-0.5 0.0 0.3
-0.3 0.4 0.3
0.1 -0.1 -0.4
0.1 0.1 0.2
-0.3 -0.1 -0.4
-0.1 -0.2 -0.2
-0.2 0.0 -0.7
-0.1 0.0 -0.1
-0.1 -0.1 0.0
0.3 0.5 0.4